No. 1
One molecule with the formula C18H25F3N4O4, computed with ωB97M-V/def2-TZVPD.

CARTESIAN COORDINATES (ANGSTROEM)
C  0.731  5.981  0.209
C  -0.379  5.258  0.959
C  0.147  4.023  1.698
C  -0.929  3.331  2.456
N  -1.304  3.731  3.745
C  -2.262  2.940  4.065
O  -2.595  2.032  3.130
C  -1.729  2.305  2.090
C  -1.804  1.489  0.867
O  -1.089  1.735  -0.095
N  -2.688  0.460  0.906
C  -2.867  -0.443  -0.201
C  -1.856  -1.560  -0.300
N  -0.570  -1.031  -0.774
C  0.594  -1.568  -0.139
O  0.890  -1.329  1.006
C  1.537  -2.398  -1.009
N  2.890  -1.971  -0.681
C  3.803  -1.741  -1.638
O  3.670  -1.895  -2.829
C  5.168  -1.242  -1.103
F  5.179  -1.079  0.234
F  6.127  -2.118  -1.408
F  5.480  -0.070  -1.653
C  1.358  -3.914  -0.779
C  2.296  -4.700  -1.686
C  -0.092  -4.331  -1.002
C  -4.296  -0.727  -0.578
C  -3.437  0.134  -1.459
H  0.350  6.856  -0.318
H  1.511  6.317  0.895
H  1.195  5.322  -0.526
H  -0.852  5.930  1.680
H  -1.157  4.938  0.262
H  0.579  3.328  0.979
H  0.918  4.323  2.411
H  -2.822  2.917  4.986
H  -3.136  0.248  1.783
H  -1.754  -2.025  0.688
H  -2.239  -2.314  -0.992
H  -0.551  -0.016  -0.671
H  1.362  -2.165  -2.058
H  3.092  -1.755  0.283
H  1.624  -4.099  0.268
H  2.078  -4.498  -2.736
H  3.341  -4.448  -1.510
H  2.172  -5.769  -1.508
H  -0.439  -4.024  -1.992
H  -0.183  -5.416  -0.937
H  -0.761  -3.903  -0.256
H  -4.537  -1.728  -0.909
H  -5.063  -0.237  0.005
H  -3.625  1.197  -1.467
H  -3.073  -0.281  -2.388

Results
Molar mass = 418.4 g/mol
HOMO level = -9.46 eV
ΔE to the lowest compared entry with this formula, charge and spin = 1.134 eV
HOMO-LUMO gap = 0.3661 Eh
SMILES = CCCc1ncoc1C(=O)NC1(CNC(=O)[C@@H](NC(=O)C(F)(F)F)C(C)C)CC1
Maximum force = 0.66 eV/Å
Multiplicity = 1

No. 2
One molecule with the formula C18H25F3N4O4, computed with ωB97M-V/def2-TZVPD.

CARTESIAN COORDINATES (ANGSTROEM)
C  -5.913  2.027  4.768
C  -4.443  1.796  5.088
C  -3.547  2.852  4.432
C  -2.114  2.648  4.771
N  -1.543  3.193  5.916
C  -0.319  2.800  5.894
O  0.010  2.029  4.844
C  -1.162  1.933  4.126
C  -1.184  1.155  2.882
O  -2.232  0.979  2.274
N  0.014  0.662  2.479
C  0.178  -0.138  1.294
C  0.294  0.631  0.002
N  -1.017  1.185  -0.397
C  -1.013  2.558  -0.782
O  -0.836  3.460  0.000
C  -1.370  2.873  -2.234
N  -2.231  4.045  -2.204
C  -3.354  4.124  -2.935
O  -3.754  3.312  -3.737
C  -4.175  5.416  -2.710
F  -3.649  6.206  -1.752
F  -4.222  6.129  -3.839
F  -5.422  5.116  -2.349
C  -0.122  3.124  -3.103
C  -0.531  3.418  -4.543
C  0.843  1.944  -3.053
C  0.978  -1.398  1.463
C  -0.512  -1.469  1.275
H  -6.544  1.269  5.234
H  -6.243  3.004  5.128
H  -6.087  1.993  3.691
H  -4.283  1.813  6.169
H  -4.133  0.810  4.734
H  -3.670  2.807  3.350
H  -3.838  3.847  4.775
H  0.461  3.011  6.607
H  0.835  0.931  2.997
H  1.032  1.428  0.147
H  0.666  -0.036  -0.779
H  -1.637  1.121  0.416
H  -1.944  2.046  -2.650
H  -2.025  4.749  -1.510
H  0.377  4.007  -2.687
H  -1.043  2.559  -4.981
H  -1.200  4.275  -4.614
H  0.354  3.633  -5.145
H  0.332  1.011  -3.303
H  1.647  2.089  -3.775
H  1.303  1.831  -2.073
H  1.618  -1.697  0.645
H  1.367  -1.602  2.451
H  -1.121  -1.717  2.132
H  -0.896  -1.806  0.323

Results
Molar mass = 418.4 g/mol
HOMO level = -9.55 eV
ΔE to the lowest compared entry with this formula, charge and spin = 1.113 eV
HOMO-LUMO gap = 0.3692 Eh
SMILES = CCCc1ncoc1C(=O)NC1(CNC(=O)[C@@H](NC(=O)C(F)(F)F)C(C)C)CC1
Maximum force = 0.24 eV/Å
Multiplicity = 1

No. 3
One molecule with the formula C18H25F3N4O4 at a distorted geometry, computed with ωB97M-V/def2-TZVPD.

CARTESIAN COORDINATES (ANGSTROEM)
C  0.915  -2.758  4.179
C  1.700  -2.484  2.905
C  1.590  -1.018  2.477
C  2.372  -0.740  1.246
N  3.708  -0.360  1.291
C  4.059  -0.231  0.062
O  3.095  -0.496  -0.835
C  2.006  -0.830  -0.057
C  0.752  -1.207  -0.710
O  -0.235  -1.527  -0.058
N  0.769  -1.178  -2.071
C  -0.325  -1.667  -2.862
C  -1.377  -0.649  -3.228
N  -1.949  -0.004  -2.042
C  -1.542  1.273  -1.753
O  -1.536  2.170  -2.576
C  -1.298  1.622  -0.281
N  -0.172  2.545  -0.300
C  0.789  2.535  0.631
O  0.825  1.853  1.631
C  1.979  3.474  0.331
F  1.718  4.345  -0.662
F  2.319  4.171  1.410
F  3.038  2.742  -0.048
C  -2.560  2.253  0.339
C  -2.291  2.713  1.768
C  -3.726  1.269  0.306
C  -0.003  -2.727  -3.876
C  -0.749  -3.086  -2.623
H  0.992  -3.804  4.478
H  1.283  -2.145  5.005
H  -0.143  -2.526  4.040
H  2.754  -2.739  3.049
H  1.327  -3.114  2.093
H  0.546  -0.762  2.301
H  1.968  -0.365  3.266
H  5.018  0.066  -0.329
H  1.614  -0.881  -2.531
H  -0.961  0.139  -3.859
H  -2.159  -1.147  -3.805
H  -1.873  -0.617  -1.235
H  -1.004  0.746  0.299
H  -0.114  3.159  -1.100
H  -2.811  3.122  -0.278
H  -1.995  1.872  2.397
H  -1.500  3.460  1.817
H  -3.194  3.156  2.190
H  -3.476  0.358  0.857
H  -4.602  1.711  0.782
H  -4.002  0.988  -0.711
H  -0.541  -2.698  -4.813
H  1.029  -3.040  -3.953
H  -0.223  -3.634  -1.855
H  -1.805  -3.307  -2.698

Results
Molar mass = 418.4 g/mol
HOMO level = -9.42 eV
ΔE to the lowest compared entry with this formula, charge and spin = 0.203 eV
HOMO-LUMO gap = 0.3663 Eh
SMILES = CCCc1ncoc1C(=O)NC1(CNC(=O)[C@@H](NC(=O)C(F)(F)F)C(C)C)CC1
Maximum force = 1.30 eV/Å
Multiplicity = 1

No. 4
One molecule with the formula C18H25N3O4, computed with ωB97M-V/def2-TZVPD.

CARTESIAN COORDINATES (ANGSTROEM)
C  2.531  -2.585  -2.363
C  2.685  -3.335  -1.048
H  3.497  -2.898  -0.458
H  2.879  -4.396  -1.220
O  1.484  -3.303  -0.282
C  1.279  -2.179  0.442
O  2.063  -1.255  0.485
N  0.122  -2.220  1.137
C  -0.908  -3.208  0.920
H  -1.333  -3.458  1.897
C  -2.000  -2.621  -0.012
N  -1.982  -1.167  -0.045
C  -1.132  -0.570  -1.069
H  -0.134  -0.314  -0.707
H  -1.029  -1.283  -1.890
C  -1.806  0.696  -1.645
C  -1.809  1.844  -0.674
C  -2.912  2.528  -0.248
N  -2.549  3.502  0.639
C  -1.191  3.471  0.797
C  -0.357  4.248  1.593
C  0.989  3.979  1.564
C  1.520  2.960  0.749
C  0.696  2.195  -0.053
C  -0.681  2.439  -0.023
H  1.098  1.429  -0.695
O  2.874  2.816  0.830
C  3.482  1.782  0.088
H  3.077  0.801  0.349
H  3.373  1.951  -0.989
H  4.539  1.818  0.349
H  1.682  4.546  2.165
H  -0.754  5.036  2.215
H  -3.174  4.155  1.078
H  -3.938  2.385  -0.525
O  -3.108  0.375  -2.078
H  -3.506  -0.139  -1.361
H  -1.254  0.996  -2.546
C  -1.746  -0.653  1.292
C  -0.344  -1.030  1.823
H  -0.381  -1.223  2.901
H  0.378  -0.232  1.640
H  -1.859  0.430  1.284
H  -2.521  -1.076  1.937
H  -1.879  -2.998  -1.028
H  -2.987  -2.935  0.348
H  -0.464  -4.104  0.491
H  3.440  -2.684  -2.949
H  2.352  -1.530  -2.168
H  1.696  -2.987  -2.932

Results
Molar mass = 347.4 g/mol
HOMO level = -7.64 eV
ΔE to the lowest compared entry with this formula, charge and spin = 2.003 eV
HOMO-LUMO gap = 0.3095 Eh
SMILES = CCOC(=O)N1CCN(C[C@@H](O)c2c[nH]c3ccc(OC)cc23)CC1
Maximum force = 0.63 eV/Å
Multiplicity = 1

Which of these has the highest HOMO-LUMO gap? number 2

Look up the HOMO-LUMO gap of the fourth one. 0.3095 Eh